A cluster of 4 separate species, C34H65BrClF3NO15PS2 in total in a non-equilibrium geometry, computed with ωB97M-V/def2-TZVPD.

total charge	0
molar mass	995.3	g/mol
frontier orbital gap	8.2	eV

Cartesian coordinates (Å):
C1 4.6256 -3.0926 -1.2597
C2 3.5324 -2.5889 -1.8088
C3 2.0442 -2.0954 -2.1369
C4 1.0092 -3.3286 -2.5353
N1 1.9801 -4.3623 -3.0968
C5 2.2340 -4.2491 -4.3802
C6 1.9756 -5.5869 -5.3007
C7 2.9112 -3.0515 -5.2146
O1 0.2281 -2.8643 -3.6263
S1 -0.8034 -1.5577 -3.3876
O2 -0.0980 -0.1976 -3.5066
O3 -1.3197 -1.7935 -1.7770
C8 -2.1783 -3.0103 -1.6927
C9 -3.3667 -2.4174 -0.6896
C10 -4.6224 -1.7261 -1.4390
C11 -5.3137 -0.7933 -0.2599
Br1 -6.0936 -1.8574 1.2232
P1 -3.2564 -3.3402 -3.2163
O4 -4.3207 -4.6717 -2.7536
Cl1 -2.3223 -4.1758 -4.9262
C12 -1.2339 -4.1169 -1.0208
C13 -1.7351 -5.6779 -1.2231
C14 -1.5918 -6.4199 -2.5894
F1 -0.4562 -6.1500 -3.4450
C15 -1.3418 -4.1607 0.6401
S2 -1.1355 -2.6982 1.6786
O5 -2.3560 -2.5261 2.5977
O6 0.0739 -2.7862 2.6205
C16 0.3521 -4.0358 -1.2621
F2 1.1079 -3.4326 -0.1433
F3 0.9067 -5.3954 -1.1099
H1 5.5516 -3.5750 -0.7822
H2 1.5925 -1.3451 -1.3956
H3 2.1512 -1.4801 -3.1250
H4 2.0453 -6.4938 -4.5801
H5 0.9949 -5.5320 -5.8896
H6 2.9135 -5.6904 -5.9894
H7 3.6852 -2.4333 -4.6364
H8 2.0444 -2.3159 -5.4886
H9 3.3439 -3.3838 -6.2447
H10 -2.9567 -1.5306 -0.0501
H11 -3.8205 -3.2596 -0.0309
H12 -5.4825 -2.4388 -1.7242
H13 -4.3598 -0.9437 -2.2391
H14 -6.0842 -0.1207 -0.7971
H15 -4.5287 -0.0632 0.1997
H16 -4.7479 -4.4635 -1.8901
H17 -2.8624 -5.6513 -0.9131
H18 -1.2758 -6.3816 -0.4112
H19 -1.4982 -7.5661 -2.3580
H20 -2.5269 -6.3966 -3.2889
H21 -2.3566 -4.6587 0.9372
H22 -0.5410 -4.9395 0.9843
H23 -0.9848 -1.5426 0.9101
C17 10.6294 -0.3023 1.6270
O7 9.3955 0.3320 1.9072
C18 9.5471 1.7248 2.1680
C19 8.2559 2.4708 1.8418
O8 8.0658 2.6936 0.4422
C20 7.7364 1.5414 -0.3404
C21 6.3111 1.0412 -0.1144
O9 6.2205 0.3337 1.1177
C22 4.9233 0.3973 1.6827
H24 11.2838 -0.2712 2.5003
H25 10.4303 -1.3448 1.3759
H26 11.1207 0.1698 0.7709
H27 10.3683 2.1434 1.5740
H28 9.7794 1.8382 3.2327
H29 8.3276 3.4706 2.2840
H30 7.3870 1.9906 2.2881
H31 8.4720 0.7494 -0.2051
H32 7.8142 1.8682 -1.3824
H33 6.0330 0.3478 -0.9160
H34 5.6225 1.8933 -0.1246
H35 4.6296 1.4383 1.8522
H36 4.9460 -0.1146 2.6468
H37 4.1994 -0.1020 1.0334
C23 2.5621 3.1921 -1.7534
O10 1.3843 3.8007 -2.2373
C24 0.3931 2.8375 -2.5890
C25 -1.0016 3.4499 -2.4921
O11 -1.4884 3.5474 -1.1504
C26 -0.8676 4.5384 -0.3251
C27 -1.2643 5.9676 -0.6896
O12 -0.5769 6.3947 -1.8609
C28 -1.3023 7.3693 -2.5879
H38 3.0328 2.5972 -2.5386
H39 3.2561 3.9743 -1.4433
H40 2.3421 2.5630 -0.8854
H41 0.4516 1.9624 -1.9312
H42 0.5878 2.5250 -3.6205
H43 -1.6982 2.7750 -3.0016
H44 -1.0596 4.4082 -3.0052
H45 0.2138 4.4098 -0.3004
H46 -1.2312 4.3392 0.6882
H47 -0.9831 6.6443 0.1249
H48 -2.3490 6.0148 -0.8356
H49 -2.2838 6.9810 -2.8779
H50 -0.7429 7.6021 -3.4961
H51 -1.4138 8.2821 -1.9968
C29 -7.1679 4.8199 6.6429
O13 -6.7365 3.5042 6.3493
C30 -7.8084 2.6594 5.9394
C31 -7.2861 1.5256 5.0609
O14 -7.0112 1.9279 3.7166
C32 -5.8607 2.7607 3.5338
C33 -4.5379 2.0140 3.7008
O15 -4.2606 1.7911 5.0787
C34 -3.4663 0.6368 5.2898
H52 -7.8418 4.8200 7.5018
H53 -6.2918 5.4223 6.8855
H54 -7.6629 5.2667 5.7754
H55 -8.5623 3.2308 5.3847
H56 -8.2662 2.2439 6.8440
H57 -8.0795 0.7746 4.9787
H58 -6.4276 1.0286 5.5090
H59 -5.9108 3.6464 4.1660
H60 -5.9188 3.1105 2.4978
H61 -3.7209 2.6194 3.2924
H62 -4.5873 1.0654 3.1552
H63 -3.9610 -0.2504 4.8823
H64 -3.3460 0.4991 6.3662
H65 -2.4798 0.7638 4.8366

Cartesian forces (eV/Å) of the 3 atoms listed first:
-5.84 2.55 -2.80
4.32 -2.70 4.11
0.92 0.90 -0.90

A cluster of 4 separate species, C34H66ClN4O7P in total in a non-equilibrium geometry, computed with ωB97M-V/def2-TZVPD.

total charge	0
molar mass	709.3	g/mol
frontier orbital gap	7.2	eV
SMILES string	CCP(CC)[C@@]1(C[C@H]2CO2)C(=O)O[C@](Cl)(CC)[C@]1(CCCCO)c1cccnc1.COC[C@@H](C)N.COC[C@@H](C)N.COC[C@@H](C)N

Cartesian coordinates (Å):
C1 1.5033 1.0191 0.1109
C2 -0.0253 0.4395 0.0818
P1 -0.7964 0.3698 -1.6277
C3 -2.4087 1.3049 -1.5011
C4 -3.1885 1.1985 -0.0599
C5 -0.8734 -1.3295 -2.4412
C6 -2.4090 -1.6023 -2.9048
C7 -2.6474 -0.9576 -4.4807
C8 -4.0051 0.0492 -4.6574
O1 -2.4490 0.5210 -4.6175
C9 -0.1649 -1.5314 -3.9040
O2 0.4409 -0.7123 -4.6077
O3 -0.3405 -2.9568 -4.1588
C10 -0.0150 -3.7164 -2.9410
Cl1 1.6896 -4.2967 -3.4990
C11 -0.6798 -5.1423 -2.7140
C12 -2.2431 -5.2136 -2.4324
C13 -0.0625 -2.5822 -1.7671
C14 1.4145 -2.3387 -1.1825
C15 2.4043 -1.3990 -1.9884
C16 3.7804 -1.3033 -1.1092
C17 4.5962 0.0568 -1.3476
O4 5.7379 -0.1658 -2.2214
C18 -0.7570 -3.1035 -0.3871
C19 -0.1132 -4.3067 0.4093
C20 -0.8660 -4.6282 1.7082
C21 -2.1384 -3.9195 2.1983
N1 -2.6854 -2.8459 1.4608
C22 -1.9942 -2.4949 0.2765
H1 2.2102 0.2283 0.5691
H2 1.5842 1.9306 0.8347
H3 1.8566 1.3845 -0.9068
H4 -0.1135 -0.5407 0.6912
H5 -0.5783 1.2087 0.7486
H6 -2.1859 2.4304 -1.6361
H7 -3.2174 1.0570 -2.2596
H8 -3.1809 2.2412 0.4152
H9 -4.2937 0.9157 -0.1911
H10 -2.7340 0.4229 0.6379
H11 -3.2062 -1.1960 -2.2260
H12 -2.6492 -2.6871 -3.1378
H13 -2.3873 -1.6763 -5.4089
H14 -4.4268 -0.4593 -3.7137
H15 -4.1663 1.0905 -4.2333
H16 -0.0885 -5.7250 -1.9126
H17 -0.4928 -5.7407 -3.6860
H18 -2.4609 -6.1563 -1.8065
H19 -2.8178 -5.3745 -3.4202
H20 -2.6941 -4.3379 -1.8585
H21 1.9871 -3.3261 -0.9889
H22 1.3346 -1.9035 -0.1131
H23 1.9898 -0.3503 -2.2432
H24 2.7571 -1.8143 -3.0074
H25 4.4203 -2.1928 -1.4762
H26 3.5308 -1.5278 -0.0172
H27 5.0403 0.3593 -0.3213
H28 3.8779 0.8472 -1.7544
H29 6.1268 -1.0514 -2.0718
H30 0.8285 -4.8113 0.0255
H31 -0.4417 -5.4659 2.3664
H32 -2.6133 -4.2838 3.1733
H33 -2.4518 -1.5853 -0.2637
C23 -3.4811 5.5718 -5.7077
O5 -2.9915 4.2754 -6.0048
C24 -1.5964 4.2201 -6.2875
C25 -0.6842 4.2666 -5.0444
C26 -0.5703 5.6500 -4.4114
N2 -1.1237 3.3117 -4.0190
H34 -2.9801 6.3452 -6.2975
H35 -3.3760 5.7768 -4.6404
H36 -4.5476 5.5947 -5.9391
H37 -1.4376 3.2561 -6.7834
H38 -1.3204 4.9912 -7.0173
H39 0.3215 3.9775 -5.3685
H40 -1.4378 5.9129 -3.8040
H41 0.2996 5.6943 -3.7491
H42 -0.4410 6.4239 -5.1756
H43 -1.0923 2.3724 -4.4120
H44 -2.1195 3.4723 -3.8619
C27 0.4856 0.0564 6.6737
O6 0.5027 -1.0925 5.8437
C28 -0.4975 -2.0586 6.1504
C29 -1.9080 -1.7161 5.6268
C30 -2.6177 -0.6281 6.4262
N3 -1.8763 -1.3190 4.2127
H45 0.2137 -0.1860 7.7053
H46 -0.1960 0.8045 6.2643
H47 1.4861 0.4932 6.6717
H48 -0.1720 -2.9815 5.6570
H49 -0.5095 -2.2721 7.2263
H50 -2.5148 -2.6249 5.7108
H51 -2.2669 0.3759 6.1830
H52 -3.6915 -0.6427 6.2176
H53 -2.4902 -0.7833 7.5029
H54 -1.5037 -2.0921 3.6656
H55 -1.1648 -0.5929 4.1170
C31 4.1862 2.2731 6.4855
O7 4.4130 3.2549 5.4886
C32 4.9093 2.7429 4.2561
C33 3.8429 2.0896 3.3529
C34 3.3942 0.7097 3.8240
N4 2.6579 2.9477 3.2080
H56 4.9311 1.4726 6.4508
H57 3.1794 1.8631 6.3854
H58 4.2433 2.7587 7.4614
H59 5.3145 3.6100 3.7225
H60 5.7548 2.0670 4.4322
H61 4.2917 1.9613 2.3614
H62 2.6873 0.7518 4.6540
H63 2.8906 0.1760 3.0121
H64 4.2504 0.1018 4.1350
H65 2.9447 3.8308 2.7887
H66 2.3599 3.2138 4.1473

Cartesian forces (eV/Å) of the 3 atoms listed first:
0.04 0.13 0.89
0.42 0.24 2.05
1.59 1.66 -1.03